Record 1
Computed, not measured: a cluster of 2 separate species, C15H23N2O in total, with ωB97M-V/def2-TZVPD.

Values from the calculation:
E   -20948.0788 eV
Energy relative to the best compared isomer or geometry (same formula, charge and spin)   34.9 kcal/mol
Charge   +1
Largest force on an atom   3.31 eV/Å
E_LUMO   -0.18901 hartree
E_HOMO   -11.2 eV
Spin multiplicity   1

Last columns: bonded neighbours and bond lengths (Å).
CARTESIAN COORDINATES (ANGSTROEM)
1 C -4.80349 -0.75927 -0.58469  N2 1.465, H13 1.087, H14 1.088, H15 1.088
2 N -3.48828 -1.40420 -0.56067  C1 1.465, C3 1.469, C4 1.366
3 C -3.45249 -2.86135 -0.38059  N2 1.469, H16 1.088, H17 1.090, H18 1.089
4 C -2.37199 -0.66958 -0.84237  N2 1.366, C5 1.379, H19 1.074
5 C -1.08512 -1.16428 -0.80162  C4 1.379, C6 1.386, H20 1.076
6 C 0.01153 -0.52093 -1.35264  C5 1.386, C7 1.431, H21 1.079
7 C 1.32446 -1.08866 -1.38413  C6 1.431, C8 1.410, C12 1.409
8 C 2.23465 -0.73120 -2.40004  C7 1.410, C9 1.376, H22 1.076
9 C 3.45786 -1.35140 -2.50600  C8 1.376, C10 1.386, H23 1.078
10 C 3.83072 -2.31876 -1.58620  C9 1.386, C11 1.385, H24 1.078
11 C 2.96927 -2.66397 -0.55797  C10 1.385, C12 1.376, H25 1.077
12 C 1.73262 -2.06937 -0.45776  C7 1.409, C11 1.376, H26 1.076
13 H -5.60774 -1.48799 -0.52341  C1 1.087
14 H -4.90102 -0.07750 0.25789  C1 1.088
15 H -4.93054 -0.19176 -1.50474  C1 1.088
16 H -4.45553 -3.28260 -0.35245  C3 1.088
17 H -2.91946 -3.32906 -1.20817  C3 1.090
18 H -2.95166 -3.11932 0.55084  C3 1.089
19 H -2.52607 0.34456 -1.16149  C4 1.074
20 H -0.94174 -2.15354 -0.40415  C5 1.076
21 H -0.15866 0.39164 -1.90310  C6 1.079
22 H 1.93778 0.00056 -3.13095  C8 1.076
23 H 4.12603 -1.09690 -3.31219  C9 1.078
24 H 4.78687 -2.80777 -1.67506  C10 1.078
25 H 3.27657 -3.40016 0.16623  C11 1.077
26 H 1.07505 -2.33062 0.35272  C12 1.076
27 C 2.22516 3.33922 2.11227  C28 1.527, O32 1.423, H33 1.096, H34 1.097
28 C 1.98548 2.25850 1.06063  C27 1.527, N29 1.464, H35 1.095, H36 1.097
29 N 0.80940 1.46422 1.42175  C28 1.464, C30 1.466, H37 1.026
30 C -0.38310 2.27743 1.67898  N29 1.466, C31 1.529, H38 1.096, H39 1.098
31 C -0.06108 3.35873 2.71038  C30 1.529, O32 1.422, H40 1.097, H41 1.096
32 O 1.06292 4.13511 2.31394  C27 1.423, C31 1.422
33 H 2.49523 2.88986 3.07459  C27 1.096
34 H 3.04067 4.01380 1.82256  C27 1.097
35 H 1.82685 2.72324 0.08197  C28 1.095
36 H 2.85770 1.59977 0.96366  C28 1.097
37 H 0.62555 0.74725 0.71059  N29 1.026
38 H -0.71815 2.74538 0.74590  C30 1.096
39 H -1.20110 1.63173 2.02630  C30 1.098
40 H -0.90272 4.04809 2.85489  C31 1.097
41 H 0.16758 2.91111 3.68430  C31 1.096

Record 2
Computed, not measured: the molecule C15H23N3O, with ωB97M-V/def2-TZVPD.

Values from the calculation:
E   -22444.1610 eV
Energy relative to the best compared isomer or geometry (same formula, charge and spin)   64.8 kcal/mol
Charge   0
SMILES   Nc1ccc([C@@H](O)[C@H](N)N[C@H]2C[C@@H]3CC[C@H]2C3)cc1
Largest force on an atom   3.74 eV/Å
E_LUMO   0.02979 hartree
E_HOMO   -8.0 eV
Spin multiplicity   1

Last columns: bonded neighbours and bond lengths (Å).
CARTESIAN COORDINATES (ANGSTROEM)
1 N 1.80959 -2.22207 -5.85944  C2 1.401, H20 1.044, H21 1.070
2 C 1.22679 -1.81604 -4.65232  N1 1.401, C3 1.328, C19 1.406
3 C 1.45525 -0.58157 -4.21793  C2 1.328, C4 1.361, H22 1.091
4 C 0.91072 -0.05942 -3.08546  C3 1.361, C5 1.447, H23 1.055
5 C -0.04759 -0.78472 -2.27951  C4 1.447, C6 1.583, C18 1.383
6 C -0.84137 -0.11986 -1.08165  C5 1.583, O7 1.458, C8 1.601, H24 1.090
7 O -2.01051 0.56459 -1.62150  C6 1.458, H25 0.929
8 C -1.15916 -1.13204 0.11714  C6 1.601, N9 1.490, N10 1.477, H26 1.118
9 N -2.27896 -2.10602 -0.01352  C8 1.490, H27 0.999, H28 1.046
10 N -1.32171 -0.33375 1.34945  C8 1.477, C11 1.520, H29 1.016
11 C -0.04171 0.28398 1.88927  N10 1.520, C12 1.600, C16 1.519, H30 1.079
12 C -0.14879 1.86154 1.64144  C11 1.600, C13 1.482, H31 1.060, H32 1.060
13 C -0.16246 2.47421 2.99067  C12 1.482, C14 1.508, C17 1.554, H33 1.089
14 C 1.22337 2.51531 3.58323  C13 1.508, C15 1.537, H34 1.114, H35 1.113
15 C 1.36918 1.00596 3.83512  C14 1.537, C16 1.552, H36 1.080, H37 1.080
16 C 0.04055 0.32769 3.40539  C11 1.519, C15 1.552, C17 1.523, H38 1.019
17 C -0.97317 1.40365 3.77184  C13 1.554, C16 1.523, H39 1.131, H40 1.068
18 C -0.32132 -2.05627 -2.74937  C5 1.383, C19 1.391, H41 1.137
19 C 0.36068 -2.57529 -3.84517  C2 1.406, C18 1.391, H42 1.154
20 H 1.95011 -3.23267 -6.08146  N1 1.044
21 H 2.55733 -1.51634 -6.15400  N1 1.070
22 H 2.17062 0.09406 -4.68864  C3 1.091
23 H 1.09392 0.96613 -2.91690  C4 1.055
24 H -0.12391 0.63050 -0.74946  C6 1.090
25 H -1.90362 0.82689 -2.50577  O7 0.929
26 H -0.31346 -1.84816 0.26718  C8 1.118
27 H -2.44140 -2.57473 0.85333  N9 0.999
28 H -3.08700 -1.50047 -0.28726  N9 1.046
29 H -1.96496 0.42666 1.15066  N10 1.016
30 H 0.78862 -0.25552 1.46103  C11 1.079
31 H -0.87536 2.17632 0.93680  C12 1.060
32 H 0.72722 2.17149 1.13197  C12 1.060
33 H -0.58461 3.47687 2.95309  C13 1.089
34 H 1.21010 3.13640 4.50807  C14 1.114
35 H 1.94888 2.94354 2.85544  C14 1.113
36 H 2.25696 0.55850 3.41392  C15 1.080
37 H 1.52890 0.85342 4.89217  C15 1.080
38 H 0.01704 -0.58332 3.86074  C16 1.019
39 H -0.92595 1.56309 4.89040  C17 1.131
40 H -2.00607 1.34213 3.50670  C17 1.068
41 H -1.08793 -2.71742 -2.23189  C18 1.137
42 H -0.02483 -3.58726 -4.24378  C19 1.154